Density functional theory data (wB97M-V/def2-TZVPD) for the ion C8H17BO2P with charge -1.

```
! wB97M-V def2-TZVPD RIJCOSX def2/J DEFGRID3
* xyz -1 1
C 3.282 1.054 0.641
C 3.111 -0.406 0.361
C 2.478 -0.936 -1.094
C 1.625 -2.349 -1.080
O 0.492 -1.996 -0.201
B 0.263 -0.553 -0.565
P -1.561 -0.158 -1.048
C -2.704 -1.013 0.219
C -2.328 -0.743 1.792
C -1.775 1.738 -1.089
C -1.124 2.533 0.204
O 1.365 0.020 -1.365
H 2.463 1.799 0.205
H 4.135 1.502 1.310
H 3.387 -1.232 1.168
H 3.265 -1.060 -1.959
H 1.267 -2.437 -2.212
H 2.243 -3.332 -0.810
H 0.364 0.072 0.453
H -3.860 -0.798 0.066
H -2.577 -2.187 0.042
H -3.172 -0.105 2.291
H -1.311 -0.194 1.976
H -2.270 -1.773 2.391
H -1.163 2.125 -2.038
H -2.877 2.105 -1.254
H -0.145 3.144 -0.065
H -0.934 1.841 1.128
H -1.939 3.341 0.534
*
```

Summary:
- E_HOMO (eV) = -2.558
- Kohn-Sham gap (eV) = 6.3
- LUMO (eV) = 3.752


Density functional theory data (wB97M-V/def2-TZVPD) for a structure of composition C8H17BeN2.

```
! wB97M-V def2-TZVPD RIJCOSX def2/J DEFGRID3
* xyz -1 1
C -1.679 1.204 -2.763
Be 0.785 0.116 -1.155
N 2.138 0.391 -0.168
N 1.388 -0.233 -2.704
H 2.262 -0.373 0.522
H -0.761 1.350 -2.131
H -2.492 1.854 -2.389
H -2.013 0.161 -2.718
H -1.472 1.501 -3.803
H 1.808 -1.176 -2.745
H 2.096 0.432 -3.057
H 0.614 -0.234 -3.377
H 3.007 0.465 -0.711
H 2.021 1.252 0.387
C -0.472 -0.888 -0.462
C -0.512 -0.638 1.012
C -0.069 -1.594 1.956
C -0.048 -1.287 3.323
C -0.502 -0.043 3.783
C -0.936 0.907 2.856
C -0.950 0.614 1.491
H -1.433 -0.623 -0.933
H -0.256 -1.942 -0.708
H 0.253 -2.586 1.601
H 0.305 -2.046 4.036
H -0.476 0.175 4.857
H -1.290 1.876 3.214
H -1.316 1.365 0.784
*
```

Summary:
- E_HOMO (eV) = -0.185
- Kohn-Sham gap (eV) = 3.1
- LUMO (eV) = 2.879


Density functional theory data (wB97M-V/def2-TZVPD) for a cluster of 2 separate species, C8H17ClNO in total.

```
! wB97M-V def2-TZVPD RIJCOSX def2/J DEFGRID3
* xyz -1 1
C -3.310 1.701 0.095
C 2.735 -2.022 -1.215
C 2.072 0.933 1.117
C -2.868 0.322 -0.281
C -1.532 0.118 0.585
C -0.609 -1.118 0.484
C 0.445 -0.843 -0.641
C 1.758 -1.374 -0.245
N 2.782 -0.160 0.567
O 3.961 -0.478 0.950
Cl 0.197 2.992 -0.969
H -2.520 2.450 -0.128
H -3.525 1.770 1.141
H -3.959 1.930 -0.742
H 2.505 -3.032 -1.413
H 2.334 -1.823 -2.286
H 3.751 -1.789 -1.068
H 1.566 1.530 0.410
H 1.318 0.503 1.863
H 2.755 1.550 1.747
H -3.670 -0.354 0.126
H -2.753 0.101 -1.322
H -1.006 1.042 0.460
H -1.875 0.207 1.587
H -0.082 -1.012 1.485
H -1.177 -2.045 0.239
H 0.524 0.304 -0.881
H 0.180 -1.402 -1.666
*
```

Summary:
- E_HOMO (alpha / beta) (eV) = -4.385 / -4.438
- Kohn-Sham gap (alpha / beta) (eV) = 7.3 / 7.9
- LUMO (alpha / beta) (eV) = 2.943 / 3.496


Density functional theory data (wB97M-V/def2-TZVPD) for an isolated molecule of C8H17INO3P.

```
! wB97M-V def2-TZVPD RIJCOSX def2/J DEFGRID3
* xyz 0 1
C -1.546 1.403 -2.364
C -0.320 0.342 -2.753
O -0.755 -0.995 -2.318
C 0.370 -1.833 -1.872
P 0.490 -1.855 0.070
C -1.250 -1.466 0.754
C -1.759 -2.531 1.936
O -2.687 -3.475 1.622
I -0.984 -2.542 3.991
C 1.773 -0.501 0.475
C 1.114 1.009 0.709
O 1.842 2.084 0.009
C 1.086 1.209 2.367
N -0.044 2.149 2.726
H -2.422 1.220 -3.131
H -1.948 1.032 -1.308
H -1.200 2.520 -2.337
H 0.664 0.733 -2.254
H -0.206 0.337 -3.937
H 1.423 -1.503 -2.321
H 0.161 -2.941 -2.188
H -1.396 -0.381 1.169
H -2.037 -1.607 -0.129
H 2.442 -0.820 1.402
H 2.490 -0.418 -0.473
H 0.019 0.999 0.248
H 2.770 1.809 -0.250
H 0.812 0.129 2.793
H 2.148 1.546 2.733
H -0.133 2.799 1.893
H -0.917 1.551 2.741
*
```

Summary:
- E_HOMO (eV) = -8.562
- SMILES = CCOCP(CC(=O)I)C[C@H](O)CN
- Kohn-Sham gap (eV) = 8.3
- LUMO (eV) = -0.276
- energy above the lowest of the compared OMol25 structures with the same formula, charge and spin (kcal per mole) = 57.8


Density functional theory data (wB97M-V/def2-TZVPD) for a cluster of 3 separate species, C8H17N in total.

```
! wB97M-V def2-TZVPD RIJCOSX def2/J DEFGRID3
* xyz 0 1
C 0.575 -0.393 0.299
C -2.037 0.314 0.403
C 0.129 0.896 0.177
C 0.677 -1.058 1.636
C 0.701 -1.292 -0.895
C -2.499 -0.950 -0.256
N -2.678 1.468 -0.075
C 2.645 0.950 0.110
C 3.073 1.267 -1.103
H -2.017 0.283 1.489
H -2.696 1.549 -1.084
H -2.370 2.335 0.344
H 0.052 1.351 -0.801
H 0.132 1.552 1.036
H 3.278 1.132 0.982
H 1.649 -1.549 1.722
H 0.572 -0.347 2.454
H -0.084 -1.837 1.742
H 0.079 -2.184 -0.796
H 1.737 -1.628 -0.966
H 0.450 -0.779 -1.822
H -2.052 -1.826 0.211
H -3.589 -1.057 -0.176
H -2.255 -0.958 -1.323
H 4.067 1.668 -1.321
H 2.458 1.093 -1.989
*
```

Summary:
- E_HOMO (alpha / beta) (eV) = -6.645 / -5.807
- Kohn-Sham gap (alpha / beta) (eV) = 7.5 / 6.7
- LUMO (alpha / beta) (eV) = 0.830 / 0.853
- energy above the lowest of the compared OMol25 structures with the same formula, charge and spin (kcal per mole) = 129.1


Density functional theory data (wB97M-V/def2-TZVPD) for the ion C8H17N2 with charge +1.

```
! wB97M-V def2-TZVPD RIJCOSX def2/J DEFGRID3
* xyz 1 1
C 1.920 1.113 -0.126
C 1.719 -1.138 -0.683
C -0.291 0.249 -0.715
C -2.136 -1.419 -0.440
C -2.690 1.014 -0.437
C -1.358 0.140 1.477
C 3.758 -0.148 0.541
C -1.572 -0.064 -0.037
N 0.569 1.207 -0.180
N 2.483 -0.097 -0.195
H 2.422 1.917 0.134
H 1.604 -2.124 -0.365
H 1.627 -1.174 -1.726
H -0.425 0.040 -1.737
H -3.262 -1.457 -0.721
H -1.840 -2.086 0.336
H -1.624 -1.730 -1.312
H -2.799 1.139 -1.456
H -3.612 0.678 -0.215
H -2.526 1.968 0.207
H -2.385 0.090 2.063
H -0.940 1.172 1.752
H -0.842 -0.708 1.769
H 4.457 0.659 0.412
H 4.241 -0.989 0.096
H 3.464 -0.295 1.577
H 0.038 2.043 -0.017
*
```

Summary:
- E_HOMO (eV) = -12.760
- Kohn-Sham gap (eV) = 9.0
- LUMO (eV) = -3.799
- energy above the lowest of the compared OMol25 structures with the same formula, charge and spin (kcal per mole) = 115.9


Density functional theory data (wB97M-V/def2-TZVPD) for a cluster of 2 separate species, C8H17N2 in total.

```
! wB97M-V def2-TZVPD RIJCOSX def2/J DEFGRID3
* xyz 1 1
C -2.389 -1.420 -0.819
C -2.370 -0.671 1.340
C -1.591 -0.622 0.143
C 2.866 -1.279 0.313
C -0.171 1.683 0.774
C -0.770 1.487 -1.622
C 1.400 -0.727 0.597
C 1.095 0.144 -0.611
N -3.000 -0.463 0.039
N -0.238 0.800 -0.379
H -2.577 -1.068 -1.884
H -2.529 -2.482 -0.739
H -2.529 -1.634 1.834
H -2.406 0.073 2.009
H 2.915 -1.789 -0.661
H 3.482 -0.396 0.000
H 3.241 -1.931 1.055
H 0.665 2.333 0.754
H -0.979 2.331 0.957
H 0.052 1.178 1.676
H -0.127 2.391 -1.511
H -0.650 0.805 -2.566
H -1.800 1.709 -1.479
H 1.500 -0.099 1.466
H 0.677 -1.569 0.790
H 2.003 0.839 -0.617
H 1.188 -0.527 -1.572
*
```

Summary:
- E_HOMO (eV) = -14.228
- Kohn-Sham gap (eV) = 10.2
- LUMO (eV) = -4.000
- energy above the lowest of the compared OMol25 structures with the same formula, charge and spin (kcal per mole) = 147.8


Density functional theory data (wB97M-V/def2-TZVPD) for the ion C8H17N2O with charge +1.

```
! wB97M-V def2-TZVPD RIJCOSX def2/J DEFGRID3
* xyz 1 1
C 0.791 -2.930 -1.593
C 0.238 -1.659 -0.970
N -1.032 -1.778 -0.523
O -1.716 -0.608 -0.243
C -0.948 0.255 0.614
C -0.654 -0.473 1.952
C -1.843 1.519 0.829
C 0.333 0.682 -0.202
C -0.023 1.510 -1.463
C 1.351 1.345 0.643
N 0.957 -0.602 -0.710
H 0.004 -3.542 -2.179
H 1.284 -3.662 -1.034
H 1.542 -2.639 -2.414
H -1.485 -2.670 -0.575
H -1.677 -0.602 2.464
H -0.078 0.080 2.628
H -0.127 -1.435 1.687
H -2.555 1.212 1.477
H -2.291 1.890 -0.162
H -1.240 2.447 1.041
H 0.876 1.501 -2.171
H -0.269 2.538 -1.041
H -0.789 1.080 -2.080
H 1.967 1.792 -0.112
H 1.863 0.705 1.357
H 0.851 1.997 1.456
H 1.875 -0.552 -0.994
*
```

Summary:
- E_HOMO (eV) = -14.081
- SMILES = CC1=[NH+]OC(C)(C)C(C)(C)N1
- Kohn-Sham gap (eV) = 11.0
- LUMO (eV) = -3.060
- energy above the lowest of the compared OMol25 structures with the same formula, charge and spin (kcal per mole) = 45.0


> What is the formula in the fifth record?

C8H17N